{
  "formula": "C33H59IN6O3SSiSn",
  "method": "ωB97M-V/def2-TZVPD",
  "elements": ["Sn", "C", "C", "C", "C", "O", "Si", "S", "O", "C", "C", "C", "C", "O", "C", "C", "C", "C", "H", "H", "H", "H", "H", "H", "H", "H", "H", "H", "H", "H", "H", "H", "H", "H", "H", "H", "H", "H", "H", "H", "H", "H", "H", "H", "H", "C", "N", "C", "C", "N", "C", "C", "C", "C", "C", "C", "C", "C", "C", "N", "C", "N", "C", "C", "N", "C", "C", "C", "N", "C", "C", "H", "H", "H", "H", "H", "H", "H", "H", "H", "H", "H", "H", "H", "H", "H", "H", "H", "H", "H", "H", "H", "H", "H", "H", "H", "H", "H", "H", "H", "H", "I", "C", "H", "H"],
  "positions_angstrom": [[0.502, -0.435, -0.340], [-3.809, 3.138, 1.518], [-2.456, 2.516, 1.830], [-1.450, 3.596, 2.201], [-2.577, 1.472, 2.924], [-1.934, 1.790, 0.668], [-1.976, 2.325, -0.872], [-0.585, 0.933, -1.895], [-1.366, 3.815, -0.947], [-1.613, 4.915, -1.878], [-1.469, 4.403, -3.304], [-3.008, 5.454, -1.615], [-0.573, 5.979, -1.570], [-3.346, 2.314, -1.690], [-4.551, 1.651, -2.143], [-5.096, 0.727, -1.062], [-4.197, 0.902, -3.419], [-5.546, 2.762, -2.438], [-4.162, 3.693, 2.386], [-4.546, 2.374, 1.280], [-3.743, 3.837, 0.683], [-1.706, 4.034, 3.164], [-1.434, 4.385, 1.452], [-0.453, 3.162, 2.266], [-2.992, 1.914, 3.828], [-1.599, 1.049, 3.160], [-3.233, 0.662, 2.604], [-2.263, 3.698, -3.547], [-0.506, 3.909, -3.438], [-1.526, 5.232, -4.007], [-3.755, 4.672, -1.738], [-3.234, 6.256, -2.316], [-3.078, 5.858, -0.604], [0.431, 5.629, -1.794], [-0.625, 6.271, -0.521], [-0.760, 6.863, -2.176], [-4.293, 0.182, -0.577], [-5.791, 0.012, -1.499], [-5.633, 1.288, -0.299], [-3.433, 0.149, -3.235], [-3.813, 1.595, -4.167], [-5.080, 0.413, -3.826], [-5.731, 3.356, -1.543], [-6.493, 2.335, -2.767], [-5.173, 3.416, -3.224], [1.924, 3.361, -0.339], [2.274, 2.001, 0.039], [3.367, 1.428, -0.747], [2.021, 1.524, 1.296], [1.578, 0.258, 1.357], [1.869, -0.548, 2.498], [3.112, -0.488, 3.070], [3.344, -1.028, 4.352], [2.307, -1.558, 5.062], [1.028, -1.706, 4.466], [-0.062, -2.259, 5.188], [-1.273, -2.443, 4.589], [-1.413, -2.205, 3.207], [-0.367, -1.713, 2.476], [-0.415, -1.758, 1.055], [-0.859, -2.854, 0.436], [-0.733, -4.085, 0.917], [0.275, -4.441, 1.911], [-1.677, -5.150, 0.584], [-1.376, -2.634, -0.824], [-2.624, -1.879, -0.881], [-1.227, -3.630, -1.886], [0.837, -1.309, 3.121], [2.140, 2.322, 2.353], [3.111, 3.414, 2.387], [1.455, 2.096, 3.621], [1.579, 3.326, -1.371], [2.774, 4.045, -0.276], [1.102, 3.722, 0.273], [4.254, 2.064, -0.680], [3.073, 1.358, -1.793], [3.625, 0.439, -0.375], [3.904, 0.050, 2.564], [4.331, -0.962, 4.786], [2.449, -1.894, 6.079], [0.087, -2.526, 6.225], [-2.111, -2.828, 5.152], [-2.332, -2.476, 2.703], [1.101, -3.734, 1.879], [0.648, -5.432, 1.658], [-0.144, -4.461, 2.917], [-2.545, -4.747, 0.074], [-2.010, -5.609, 1.515], [-1.206, -5.914, -0.035], [-2.625, -1.124, -0.098], [-3.486, -2.541, -0.753], [-2.691, -1.386, -1.845], [-0.374, -4.274, -1.688], [-1.056, -3.100, -2.822], [-2.120, -4.248, -1.998], [3.801, 3.339, 1.554], [3.681, 3.332, 3.313], [2.612, 4.382, 2.368], [0.586, 1.460, 3.479], [1.126, 3.065, 3.996], [2.122, 1.638, 4.350], [2.328, -1.708, -3.175], [1.862, -1.892, -1.113], [2.771, -1.854, -0.518], [1.393, -2.862, -0.988]],
  "atomic_forces_ev_per_a": [[0.2, -0.2, 0.4], [0.0, -0.1, 0.0], [0.1, 0.0, 0.0], [0.0, 0.0, 0.0], [0.0, 0.0, 0.0], [-0.1, -0.1, -0.1], [0.1, -0.1, -0.1], [-0.1, 0.0, 0.1], [0.2, 0.0, 0.0], [-0.1, 0.0, 0.0], [0.0, 0.0, 0.0], [0.0, 0.0, 0.0], [-0.1, -0.1, 0.0], [-0.1, -0.2, 0.2], [0.1, 0.1, -0.1], [0.0, 0.1, -0.1], [0.0, 0.0, 0.1], [0.0, -0.1, 0.0], [0.0, 0.0, 0.0], [0.0, -0.1, 0.0], [0.0, 0.0, 0.0], [0.0, 0.0, 0.1], [0.0, 0.0, 0.0], [0.0, 0.0, 0.0], [0.0, 0.0, 0.1], [0.0, 0.0, 0.0], [0.0, 0.0, 0.0], [0.0, 0.0, 0.0], [0.0, 0.0, 0.0], [0.0, 0.0, 0.0], [0.0, 0.1, 0.0], [0.0, 0.1, 0.0], [0.0, 0.0, 0.0], [0.1, -0.1, 0.0], [0.0, 0.0, 0.0], [0.0, 0.0, 0.0], [0.1, -0.1, 0.1], [0.0, 0.0, 0.0], [0.0, 0.0, 0.0], [0.1, -0.1, 0.0], [0.0, 0.0, 0.0], [0.0, 0.0, 0.0], [0.0, 0.0, 0.0], [0.0, 0.0, 0.0], [0.0, 0.0, 0.0], [0.0, 0.1, 0.0], [0.1, 0.0, 0.2], [-0.1, -0.1, -0.1], [0.0, 0.2, 0.0], [0.0, 0.0, -0.3], [-0.1, -0.2, 0.0], [0.0, 0.0, 0.0], [0.0, 0.0, 0.0], [0.0, 0.0, 0.0], [0.0, 0.0, 0.0], [0.0, 0.0, 0.0], [0.0, 0.0, 0.0], [0.0, 0.1, 0.1], [0.1, 0.1, 0.1], [-0.2, 0.4, -0.1], [-0.1, -0.2, -0.2], [0.1, 0.0, -0.1], [0.1, -0.1, 0.0], [0.0, 0.0, 0.0], [0.1, -0.2, 0.2], [-0.1, 0.2, -0.1], [0.0, 0.0, 0.0], [0.0, 0.0, 0.1], [-0.1, -0.1, -0.1], [0.0, 0.0, 0.0], [0.0, 0.0, 0.0], [0.0, 0.1, -0.1], [0.0, 0.0, 0.0], [0.0, 0.0, 0.0], [0.0, 0.0, 0.0], [0.0, 0.0, -0.1], [0.0, -0.1, 0.0], [0.0, 0.0, 0.0], [0.0, 0.0, 0.0], [0.0, 0.0, 0.0], [0.0, 0.0, 0.0], [0.0, 0.0, 0.0], [-0.1, 0.0, 0.0], [0.0, 0.0, 0.0], [0.0, 0.0, 0.0], [0.0, 0.0, 0.0], [0.0, 0.0, 0.0], [0.0, 0.0, 0.0], [0.0, 0.0, 0.0], [0.0, 0.0, 0.0], [0.0, 0.0, 0.0], [-0.1, 0.1, -0.1], [0.0, 0.0, 0.0], [0.0, 0.0, 0.0], [0.0, 0.0, 0.0], [0.0, 0.0, 0.0], [0.0, 0.0, 0.0], [0.0, 0.0, 0.0], [0.0, 0.0, 0.0], [0.0, 0.0, 0.0], [0.0, 0.0, 0.0], [0.0, 0.1, 0.0], [-0.1, 0.2, -0.1], [0.1, 0.0, -0.1], [0.0, -0.1, 0.1]],
  "lowdin_charge": [0.985, -0.005, -0.600, -0.010, -0.012, -0.177, -0.067, 0.424, -0.151, -0.603, -0.017, -0.013, -0.018, -0.141, -0.597, -0.007, -0.013, -0.018, 0.108, 0.080, 0.075, 0.105, 0.081, 0.056, 0.102, 0.066, 0.091, 0.075, 0.086, 0.102, 0.057, 0.104, 0.094, 0.078, 0.090, 0.100, 0.056, 0.101, 0.082, 0.059, 0.094, 0.100, 0.092, 0.103, 0.093, -0.044, -0.175, -0.032, -0.383, 0.003, -0.228, -0.017, -0.043, -0.005, -0.143, -0.005, -0.043, -0.027, -0.236, 0.009, -0.416, -0.093, 0.014, 0.000, -0.172, -0.054, -0.035, -0.075, -0.092, 0.003, -0.007, 0.088, 0.099, 0.093, 0.105, 0.080, 0.083, 0.129, 0.120, 0.126, 0.126, 0.120, 0.130, 0.103, 0.112, 0.102, 0.089, 0.111, 0.108, 0.074, 0.109, 0.068, 0.098, 0.099, 0.098, 0.092, 0.109, 0.108, 0.082, 0.109, 0.104, 0.824, -0.830, -0.018, -0.048],
  "lumo_energy_ev": -5.36,
  "total_energy_ha": -3046.526860,
  "gap_ev": 7.81,
  "total_charge": 2
}